Here is a cluster of 6 separate species, C16H46N2O8 in total from OMol25. Energies are from ωB97M-V with the def2-TZVPD basis set.

Atoms and positions in Å:
C 3.02776 -4.31201 -5.18835
O 3.43076 -3.61001 -4.19935
H 2.30376 -4.94001 -4.71235
H 3.80976 -4.87701 -5.49935
H 2.53076 -3.79501 -5.85535
H 2.70076 -3.20101 -3.52535
C 2.33576 -1.92001 0.47965
O 2.46676 -1.08101 -0.58135
H 1.55976 -1.66301 1.29965
H 3.32076 -1.69701 0.99865
H 1.98076 -2.96501 0.06165
H 2.58776 -0.18001 -0.33135
C -3.17324 -1.58901 -5.63635
O -1.93724 -1.84101 -6.24035
H -3.69124 -0.88601 -6.40435
H -3.04024 -1.10501 -4.67935
H -3.66624 -2.52201 -5.50535
H -2.00724 -1.45801 -7.17135
C 0.36976 -1.98301 -3.60235
O 1.18076 -2.70801 -2.64435
H 1.03976 -2.10301 -4.52735
H 0.30176 -0.91101 -3.44935
H -0.56324 -2.53201 -3.68435
H 1.59676 -2.02901 -2.13035
C -1.88724 2.33199 7.59065
O -2.68224 2.17899 6.42365
C -2.19524 1.22099 5.49065
C -2.82824 1.32499 4.05265
N -2.08224 0.38099 3.17865
C -2.76824 0.33699 1.81065
C -2.08024 -0.86601 1.10265
O -2.58324 -0.91901 -0.24435
C -1.92724 -1.87501 -1.02735
H -1.03724 2.55399 7.40665
H -2.04124 1.45099 8.27465
H -2.27024 3.15599 8.09765
H -2.55724 0.26099 5.63465
H -1.24424 1.42799 5.36665
H -2.76224 2.33599 3.52765
H -3.86424 0.99199 4.39965
H -2.07924 -0.68801 3.45965
H -2.80624 1.06499 1.10265
H -3.77624 -0.01201 1.84765
H -2.27124 -1.80301 1.89365
H -0.96824 -0.79601 0.99165
H -0.90724 -1.59601 -1.29835
H -2.54924 -2.19101 -1.78235
H -1.70624 -2.74301 -0.29735
C 4.08676 2.74999 3.52265
O 4.62276 2.03899 2.35265
C 3.69276 1.37899 1.57665
C 3.05676 2.21699 0.51665
N 1.76576 1.55799 0.09165
C 1.13176 2.22199 -0.95035
C -0.31224 1.69099 -1.08035
O -0.90224 2.38899 -2.22635
C -2.20424 1.89699 -2.51935
H 3.64476 2.06899 4.21765
H 3.30376 3.46899 3.54665
H 4.89476 3.32199 4.03165
H 2.83976 0.83499 2.27065
H 4.21476 0.54999 0.97665
H 3.71476 2.37799 -0.30635
H 2.90176 3.10799 0.95865
H 1.28976 1.69499 0.89865
H 1.41576 2.20599 -2.04735
H 1.26076 3.33899 -0.71235
H -0.79624 1.65599 -0.04835
H -0.48624 0.57199 -1.23235
H -2.61324 2.20699 -3.50135
H -2.96524 2.00199 -1.83235
H -2.14824 0.82999 -2.77835

The value obtained for the relative energy (zero: lowest compared OMol25 entry of this formula, charge and spin) is 178.57 kcal/mol. The LUMO energy comes out at 0.015 Ha. Its charge is 0. The total energy is -36685.37757 eV. The HOMO energy is -8.76 eV. The value obtained for the HOMO-LUMO gap is 9.2 eV. As for the structure (SMILES): COCCNCCOC.COCCNCCOC.CO.CO.CO.CO.

---

Here is the molecule C16H26N2O2 from OMol25. Energies are from ωB97M-V with the def2-TZVPD basis set.

Atoms and positions in Å:
C -4.04790 -1.82554 -0.16556
C -3.69372 -0.55660 -0.23734
C -3.71288 0.39577 0.91515
H -4.18409 -0.07135 1.78197
C -2.28854 0.83173 1.27865
C -1.71619 1.78687 0.23931
O -2.42074 2.36118 -0.57210
N -0.37913 1.98571 0.29130
C 0.51126 1.27496 1.18843
H 0.52817 0.20902 0.93398
C 1.92989 1.82732 1.12696
H 1.92284 2.84162 1.52985
C 2.52391 1.84993 -0.29106
C 1.42792 2.14004 -1.33035
C 0.24654 2.85522 -0.68660
H -0.51799 3.10053 -1.42703
H 0.57465 3.78491 -0.20848
H 1.82821 2.75230 -2.13923
H 1.05757 1.21529 -1.77451
C 3.35323 0.60119 -0.63606
C 2.60362 -0.72939 -0.72186
C 2.35949 -1.37713 0.62710
O 2.94927 -1.08496 1.64681
N 1.41638 -2.35559 0.62850
C 0.73671 -2.89048 -0.50499
C -0.62887 -3.47104 -0.31077
C -0.47222 -2.18590 -1.06311
H -0.61742 -2.18995 -2.13220
H -0.80993 -1.28143 -0.58190
H -0.88763 -4.36592 -0.85446
H -1.05947 -3.42117 0.67771
H 1.39304 -3.38228 -1.21916
H 1.28245 -2.82257 1.51602
H 1.65638 -0.62389 -1.24850
H 3.21112 -1.43772 -1.29411
H 4.13784 0.49418 0.11556
H 3.83377 0.78419 -1.60026
H 3.23638 2.68266 -0.31416
H 2.55707 1.21688 1.77623
H 0.14719 1.36531 2.21787
H -2.29716 1.35731 2.23772
H -1.65418 -0.04951 1.38495
H -4.28056 1.28531 0.63394
H -3.34067 -0.13351 -1.16805
H -4.00824 -2.48101 -1.01893
H -4.40736 -2.26250 0.75275

The value obtained for the relative energy (zero: lowest compared OMol25 entry of this formula, charge and spin) is 33.71 kcal/mol. The LUMO energy comes out at 0.029 Ha. Its charge is 0. The total energy is -24088.97402 eV. The HOMO energy is -8.97 eV. The value obtained for the HOMO-LUMO gap is 9.8 eV. As for the structure (SMILES): C=CCCC(=O)N1CCC(CCC(=O)NC2CC2)CC1.

---

Here is the ion C17H31Cl2N6O4P2 with charge +1 from OMol25. Energies are from ωB97M-V with the def2-TZVPD basis set.

Atoms and positions in Å:
C -4.63396 -1.43645 2.59755
C -3.75938 -0.13684 2.62840
C -3.74933 0.74742 3.81072
C -2.95113 1.96292 3.76569
C -2.16785 2.29107 2.57020
C -2.16471 1.43574 1.40002
C -1.35820 1.83995 0.13500
C 0.11710 1.21123 0.11322
C 1.00978 2.05058 1.13862
Cl 1.37784 1.06385 2.60574
C 2.32993 2.65672 0.47461
C 3.34086 3.06295 1.64402
Cl 1.98276 4.18955 -0.44403
N 0.60836 1.45170 -1.30764
C 0.25290 0.43215 -2.18014
N -0.16468 0.58433 -3.43389
P -0.33091 2.17127 -4.16572
N -0.98116 2.04657 -5.58295
O -1.40143 3.05951 -3.23439
O 1.12091 2.94930 -4.29379
N 0.39501 -0.93894 -1.73178
P 1.55128 -1.79199 -2.81400
N 0.84525 -3.07851 -3.38722
C 0.83840 -0.97471 -0.29956
O 2.20844 -0.70218 -0.09944
C 0.54892 -2.45882 0.23016
C 1.82240 -3.37552 0.30178
C 1.36729 -4.72601 1.05525
N 2.47481 -5.38343 1.78282
O -0.04572 -0.14305 0.41904
C -2.97581 0.20828 1.45172
H -3.99336 -2.34501 2.76086
H -5.42967 -1.38705 3.38558
H -5.12811 -1.53434 1.59280
H -4.37795 0.47804 4.69378
H -2.98051 2.63351 4.65720
H -1.60420 3.25712 2.59866
H -1.88592 1.34406 -0.73702
H -1.34492 2.94863 -0.04287
H 0.39870 2.95566 1.41121
H 2.86887 1.90929 -0.15256
H 2.75129 3.52073 2.48346
H 4.03019 3.83821 1.22602
H 3.90776 2.16640 1.98741
H 0.19789 2.36371 -1.54115
H -0.40214 -0.22101 -4.02744
H -1.15499 1.06395 -5.81211
H -2.11760 2.46669 -2.92502
H 0.93256 3.88017 -4.03297
H 1.95030 -0.89407 -3.85687
H 2.73787 -2.18777 -2.14347
H 1.38698 -3.90972 -3.12431
H 2.56628 -0.09418 -0.77060
H -0.27567 -2.90192 -0.37850
H 0.17199 -2.33174 1.27559
H 2.14097 -3.71923 -0.72356
H 2.66136 -2.96613 0.91049
H 0.82373 -5.41762 0.35809
H 0.59448 -4.38304 1.80572
H 3.14101 -5.68062 1.05857
H 2.92208 -4.64739 2.34240
H -2.99724 -0.47395 0.57062

The LUMO energy comes out at -0.153 Ha. Its charge is +1. The total energy is -78876.77335 eV. The HOMO energy is -11.42 eV. The value obtained for the HOMO-LUMO gap is 7.3 eV. As for the structure (SMILES): Cc1cccc(C[C@]2([C@@H](Cl)[C@H](C)Cl)NC(NP(=N)(O)O)=[N+]([PH2]=N)[C@](O)(CCCN)O2)c1.

---

Here is a structure of composition C8H13F6NiO7 from OMol25. Energies are from ωB97M-V with the def2-TZVPD basis set.

Atoms and positions in Å:
Ni -0.49464 0.63833 0.14316
O 1.39168 1.23283 0.48233
H 2.33329 0.98819 0.39263
O -1.05583 -0.93407 -0.84059
H -1.40949 -1.49257 -1.55998
O -0.79557 2.17791 1.42544
H -1.49771 2.74407 1.04995
C 3.38720 -2.63423 3.44935
C 2.32892 -1.63286 2.98068
O 1.03555 -2.23113 3.33106
C -0.15807 -1.82455 2.77528
O -0.32118 -0.88011 2.03216
C -1.32651 -2.67120 3.27550
F -2.42898 -1.88190 3.09735
F -1.43442 -3.82485 2.55427
F -1.23247 -2.87901 4.61190
H 4.36093 -2.47109 2.98748
H 2.92705 -3.57418 3.14463
H 3.59392 -2.46692 4.50640
H 2.46092 -1.21427 1.98295
H 2.29228 -0.78620 3.66620
C -1.68455 0.06345 -4.14897
C -0.28227 0.72571 -3.98085
O -0.39438 2.10130 -3.68211
C -0.80608 2.55908 -2.43668
O -0.96380 1.81465 -1.47503
C -0.99328 4.12624 -2.32049
F -0.75420 4.67090 -3.45924
F -2.25078 4.38977 -1.91098
F -0.24922 4.49614 -1.29666
H -2.11482 0.42011 -5.08479
H -2.33341 0.47812 -3.37752
H -1.65144 -1.01454 -3.99105
H 0.14243 0.64702 -4.98162
H 0.37903 0.14002 -3.34230

The LUMO energy (alpha / beta) comes out at 0.173 / 0.173 Ha. Its expectation value of S² is 3.757. Its charge is -2. The total energy is -80182.87642 eV. The HOMO energy (alpha / beta) is 2.92 / -0.33 eV. The value obtained for the HOMO-LUMO gap (alpha / beta) is 1.8 / 5.0 eV. The spin multiplicity is 4.

---

Here is the ion C3H7N2 with charge +1 from OMol25. Energies are from ωB97M-V with the def2-TZVPD basis set.

Atoms and positions in Å:
C -0.06167 0.52935 -1.22742
C -0.15306 -0.64884 -2.10265
C 0.22470 0.16514 2.37107
N -0.48723 0.21929 1.12644
N -0.11127 0.52365 0.06494
H 0.07428 1.58508 -1.63622
H 0.77147 -0.66565 -2.65114
H -0.97067 -0.66948 -2.85940
H -0.29053 -1.66721 -1.54537
H -0.42880 -0.37027 3.10197
H 0.22126 1.10458 2.79550
H 1.21151 -0.10564 2.56230

The value obtained for the relative energy (zero: lowest compared OMol25 entry of this formula, charge and spin) is 72.55 kcal/mol. The LUMO energy comes out at -0.215 Ha. Its charge is +1. The total energy is -6194.36547 eV. The HOMO energy is -15.37 eV. The value obtained for the HOMO-LUMO gap is 9.5 eV. As for the structure (SMILES): CC=[N+]=NC.

---

Here is the molecule C4H7ClO from OMol25. Energies are from ωB97M-V with the def2-TZVPD basis set.

Atoms and positions in Å:
C 2.18019 -0.69875 0.13505
C -0.16784 -0.71939 -0.22881
C -1.32352 -0.02922 -0.08883
C -1.51632 1.44676 0.00598
H 2.98345 -0.04367 -0.05688
H 2.28702 -1.65051 -0.42926
H 2.23584 -0.91846 1.22045
H -0.17538 -1.81107 -0.46170
H -0.54869 1.92738 0.07073
H -2.11231 1.84055 -0.88935
H -2.09448 1.72850 0.90779
O 0.97395 -0.03232 -0.21068
Cl -2.72189 -1.03981 0.02551

The value obtained for the relative energy (zero: lowest compared OMol25 entry of this formula, charge and spin) is 30.67 kcal/mol. The LUMO energy comes out at 0.034 Ha. Its charge is 0. The total energy is -18830.19858 eV. The HOMO energy is -8.24 eV. The value obtained for the HOMO-LUMO gap is 9.2 eV. As for the structure (SMILES): CO/C=C(\C)Cl.